A molecular structure, C45H48BiBrN5O2P in a non-equilibrium geometry, computed with ωB97M-V/def2-TZVPD.

ORCA input file:
```
! wB97M-V def2-TZVPD RIJCOSX def2/J DEFGRID3
* xyz 2 1
Bi 1.30 0.78 0.60
C 3.29 3.20 1.65
C 4.51 2.47 1.82
C 4.90 2.01 0.54
C 3.97 2.47 -0.41
C 2.99 3.23 0.26
C 2.00 4.17 -0.32
C 4.20 2.41 -1.92
C 6.24 1.41 0.18
C 5.37 2.35 3.05
C 2.63 3.98 2.74
H 1.00 4.04 0.08
H 2.05 4.13 -1.40
H 2.30 5.21 -0.05
H 4.16 3.44 -2.37
H 3.49 1.80 -2.43
H 5.23 2.03 -2.04
H 6.16 0.40 -0.23
H 6.89 1.37 1.06
H 6.75 1.99 -0.58
H 5.56 1.32 3.38
H 4.95 2.88 3.86
H 6.34 2.81 2.83
H 2.92 5.05 2.63
H 2.94 3.63 3.74
H 1.54 3.95 2.72
Br -11.07 -3.03 2.88
C -9.37 -2.34 2.61
C -9.25 -0.93 2.67
C -8.02 -0.33 2.36
C -6.94 -1.18 2.08
C -7.02 -2.59 2.24
C -8.26 -3.18 2.36
N -5.63 -0.82 1.82
N -5.46 0.42 1.57
C -4.18 0.77 1.22
C -3.92 2.19 1.14
C -2.61 2.67 1.24
C -1.55 1.80 1.00
O -0.36 2.29 0.77
C -1.80 0.34 0.94
N -0.74 -0.54 0.93
C -0.93 -1.88 0.82
C -2.22 -2.41 0.61
C -3.33 -1.55 0.64
C -3.13 -0.16 0.90
H -10.09 -0.34 2.98
H -7.87 0.72 2.25
H -6.09 -3.17 2.20
H -8.40 -4.28 2.29
H -4.79 2.87 1.12
H -2.49 3.75 1.37
H -0.04 -2.51 0.85
H -2.38 -3.48 0.41
H -4.36 -1.90 0.39
O 0.84 0.43 -1.78
P 0.98 -0.72 -2.82
C 1.93 -2.08 -2.06
C 1.30 -3.25 -1.73
C 2.05 -4.26 -1.11
C 3.37 -4.05 -0.76
C 3.98 -2.81 -1.17
C 3.27 -1.84 -1.84
C -0.53 -1.42 -3.33
C -1.72 -1.15 -2.66
C -2.91 -1.87 -2.97
C -2.89 -2.87 -3.98
C -1.71 -3.06 -4.68
C -0.57 -2.32 -4.46
C 1.89 -0.24 -4.33
C 2.50 -1.28 -5.02
C 3.14 -0.99 -6.24
C 3.29 0.35 -6.66
C 2.71 1.33 -5.90
C 1.92 1.04 -4.80
H 0.30 -3.49 -2.01
H 1.50 -5.17 -0.80
H 3.92 -4.89 -0.30
H 5.05 -2.70 -1.00
H 3.72 -0.94 -2.24
H -1.81 -0.50 -1.80
H -3.82 -1.66 -2.40
H -3.74 -3.55 -4.20
H -1.65 -3.80 -5.51
H 0.36 -2.41 -5.07
H 2.42 -2.30 -4.62
H 3.43 -1.83 -6.85
H 3.87 0.57 -7.55
H 2.91 2.38 -6.11
H 1.30 1.76 -4.27
N -1.32 0.19 5.77
C -0.46 -0.06 4.56
C 0.23 1.19 3.99
N 1.23 0.71 3.00
H -1.83 -0.66 6.10
H -2.07 0.87 5.59
H -0.84 0.48 6.64
H -1.07 -0.53 3.78
H 0.36 -0.75 4.87
H 0.76 1.76 4.73
H -0.48 1.85 3.48
H 1.36 -0.32 3.21
H 2.16 1.14 3.23
*
```

- HOMO-LUMO gap (spin up / spin down): 5.03 / 5.03 eV
- Energy relative to the best compared isomer or geometry (same formula, charge and spin): 0.0 kcal per mole
- DFT total energy: -5297.2077 Ha

Atomic partial charges in e from the Löwdin method, atoms 1 to 99: 1.910 -0.300 -0.222 -0.225 -0.275 -0.341 -0.050 -0.023 -0.037 -0.045 -0.064 0.051 0.077 0.103 0.099 0.028 0.071 0.074 0.074 0.077 0.084 0.040 0.092 0.100 0.066 0.064 0.823 -0.708 -0.108 0.006 -0.278 -0.030 -0.106 0.032 0.080 -0.223 0.027 -0.003 -0.368 -0.260 -0.187 -0.074 -0.112 -0.037 0.013 -0.098 0.098 0.100 0.111 0.117 0.132 0.131 0.109 0.127 0.124 -0.531 0.847 -0.316 -0.092 -0.083 -0.043 -0.041 -0.090 -0.298 -0.073 -0.050 -0.051 -0.092 -0.049 -0.297 -0.098 -0.037 -0.043 -0.066 -0.077 0.103 0.123 0.117 0.109 0.116 0.093 0.105 0.124 0.130 0.110 0.111 0.106 0.118 0.116 0.119 0.204 -0.123 -0.202 -0.135 0.193 0.180 0.190 0.130 0.147